[1]
63
Properties=species:S:1:pos:R:3:forces:R:3 method="wB97M-V/def2-TZVPD" lumo_ev=-6.34 orbital_gap_ha=0.2319 homo_ev=-12.65 charge=+2 relative_energy_ev=0.028
Hf 0.150962 0.344822 -0.207935 -0.26 -0.87 -0.37
I -3.497091 2.035291 -0.089312 0.18 -0.27 0.24
S 0.084875 2.929162 0.901206 -0.76 1.86 -0.79
S 2.102897 1.833935 -1.352915 1.31 -0.97 -0.27
S 2.276709 0.713155 1.648626 0.90 1.05 0.22
S -1.314477 -0.439440 1.777062 -0.71 -0.10 0.95
F -0.974610 -3.060445 -2.071863 0.60 -0.96 1.58
F -0.444295 -4.796502 -0.773767 -0.87 1.14 0.42
F 2.016637 -4.618592 0.617813 -1.19 1.86 0.78
F 0.693890 -3.191889 1.801619 0.94 -0.51 -0.44
F -1.481976 -2.914740 0.034850 1.25 -1.44 -0.54
F 2.605751 -2.544792 0.915856 -0.10 0.04 0.87
O 0.703676 -1.468540 -0.614725 -0.15 1.01 1.17
N -1.364679 0.361578 4.409112 -1.79 0.08 -2.93
N -2.476055 1.246261 4.077541 0.85 -0.64 2.95
N 0.205732 -1.184857 3.898395 -0.23 0.71 0.88
C -2.899835 -1.104176 -2.968182 -0.48 0.63 0.73
C -1.118045 -0.217731 -4.322458 -0.05 -0.49 0.14
C -3.979804 -1.995055 -2.753463 -0.42 -0.29 -0.28
C -2.518841 -0.138021 -1.997840 -0.61 -0.89 1.88
C 1.332885 3.482085 -1.487069 -0.10 -1.07 0.09
C -0.568525 0.398396 -3.198342 0.94 0.82 0.04
C 2.152937 2.412838 2.563486 0.87 -1.51 1.45
C -3.450776 0.114687 -0.935829 -1.97 -1.49 -0.13
C -4.565325 -0.744032 -0.750850 1.55 0.39 -0.93
C -0.873459 -0.435073 3.467514 3.62 -0.61 1.02
C 0.860519 -2.855992 -0.615634 0.50 0.45 1.29
C 1.147116 4.073355 -0.118448 0.64 0.21 0.89
C -0.541543 -3.456857 -0.800939 -0.51 0.71 -2.17
C 1.888017 -3.132032 -1.663732 0.23 0.50 -2.66
C -4.740931 -1.870740 -1.619798 -0.60 0.50 0.05
C 1.535047 -3.331135 0.744493 -0.09 -0.73 -1.53
C -2.244114 -0.998775 -4.183129 0.78 0.05 -1.76
C 3.888216 0.919108 0.665438 -0.96 -0.62 0.74
C -1.217537 0.424713 -1.991092 0.27 1.07 0.40
C 3.838973 1.905394 -0.454953 -0.84 0.77 -1.39
C 0.890426 3.226522 2.485887 -1.48 0.34 0.08
H -4.220319 -2.755929 -3.534238 0.23 0.75 0.76
H -5.354279 -0.574620 -0.031439 0.21 0.31 0.15
H 1.591222 -2.569408 -2.602253 0.02 -0.77 0.99
H 4.117339 -0.045765 0.195220 -0.34 -0.12 0.68
H -0.528529 -0.147643 -5.211003 -0.26 -0.03 -0.76
H 2.260439 2.070330 3.626549 0.33 0.50 -0.93
H 0.328872 3.225818 -1.860521 0.35 0.12 -0.47
H 0.808993 5.119550 -0.073519 -0.48 -0.52 -0.30
H 3.028223 2.987227 2.275240 0.14 -0.13 -0.02
H 2.837469 -2.614998 -1.383695 -0.63 -0.97 0.00
H 4.649859 1.134266 1.421365 -0.01 0.05 -0.29
H -3.224611 0.922002 4.730088 0.40 0.56 -1.14
H 4.052551 2.948142 -0.211704 -0.32 -0.07 0.18
H 0.101822 2.916817 3.218724 0.83 0.13 -0.41
H 1.983888 -4.190078 -1.953001 0.28 0.45 0.42
H 2.079511 4.091627 0.449541 0.18 -0.02 -0.26
H -2.697169 1.073343 3.118201 -0.39 -0.23 -0.71
H 0.811262 -1.786712 3.360083 -0.68 0.17 -0.74
H 0.588144 -1.104102 4.862137 -0.93 0.07 -0.92
H 1.952232 3.905340 -2.275433 -0.35 1.02 0.37
H 4.593362 1.612276 -1.219694 -0.75 0.22 0.31
H 0.361245 0.985617 -3.310567 -0.23 -0.73 -0.12
H -5.650411 -2.480612 -1.478753 0.77 0.19 0.00
H -2.715032 -1.465827 -5.053048 0.48 -0.19 0.25
H 1.011532 4.361484 2.633456 0.09 -1.78 -0.30
H -0.870959 0.459965 5.271660 -0.19 0.26 0.59

[2]
135
Properties=species:S:1:pos:R:3:forces:R:3 method="wB97M-V/def2-TZVPD" lumo_ev=0.36 orbital_gap_ha=0.3541 homo_ev=-9.28 charge=0 smiles=COC[C@H](C)N.COC[C@H](C)N.COC[C@H](C)N.CC(C)O.CC(C)O.CC(C)O.CC(C)O.CC(C)O.CC(C)O.CC(C)O relative_energy_ev=0.000
O 8.827602 -5.636712 23.940557 0.57 0.51 0.11
O 9.051429 -11.115381 24.191989 0.59 -0.95 -0.41
O 2.191742 -13.592857 21.321237 -0.42 -0.28 0.35
O 13.623587 -12.893473 20.986149 -0.97 0.35 -0.12
O 10.965933 -10.122181 17.956953 0.43 -0.92 0.69
O 6.122975 -10.217761 17.103767 0.12 -0.11 0.73
O 10.092366 -14.836839 18.197770 -0.33 -0.26 -0.13
O 8.324880 -9.999524 18.762166 0.82 0.33 -0.81
O 2.862928 -8.435659 20.151109 0.09 -0.22 -0.48
O 5.978980 -12.060987 14.911979 0.06 -0.30 -0.93
N 3.159457 -14.071689 16.220778 1.51 0.07 -1.34
N 7.861856 -7.931043 25.492622 -0.53 0.45 -0.09
N -0.266692 -8.026313 18.353116 -0.13 -0.68 -0.63
C 8.326605 -4.277898 22.001609 0.95 -1.10 0.01
C 1.592668 -6.402125 18.479003 0.31 1.16 1.41
C 11.172840 -9.107114 17.020272 -0.04 -0.56 -0.44
C 9.973022 -9.055760 25.888964 0.36 -0.34 -0.36
C 7.664247 -12.227500 19.509353 0.58 -0.55 -0.23
C 8.120756 -10.229844 24.721540 -0.13 0.22 -0.07
C 4.026399 -12.431290 20.336915 0.37 -1.20 -0.17
C 12.345156 -12.646119 21.622291 0.28 -0.33 -0.20
C 9.424825 -16.076706 17.986566 -1.13 -0.22 0.39
C 5.605200 -8.981331 16.559449 -0.30 -2.12 -0.61
C 12.287758 -11.236643 22.178790 -0.84 0.44 -0.28
C 1.483422 -8.363791 20.006698 -0.75 1.55 -0.85
C 5.541554 -14.174065 16.817479 1.05 -0.28 -0.48
C 10.193541 -17.075833 17.154804 0.78 -0.30 -0.15
C 7.794103 -5.274771 23.051763 0.08 0.13 0.24
C 8.075368 -10.804346 19.876608 -0.61 -0.28 0.50
C 10.925947 -7.765373 17.661394 -0.26 0.36 -1.27
C 1.180351 -7.841314 18.578241 0.13 -0.54 -0.25
C 4.471548 -13.343523 16.212186 -2.08 1.10 1.25
C 6.374842 -11.739342 13.575386 -0.63 -0.06 0.11
C 5.456868 -8.010720 17.676590 -1.17 1.22 -0.54
C 11.133639 -12.933643 20.702254 -0.02 0.79 -0.06
C 4.300472 -13.965825 22.388885 -0.49 -0.58 -0.76
C 8.469410 -12.395284 23.987438 0.22 0.53 0.40
C 9.005548 -16.625910 19.354903 -0.43 -0.64 -0.58
C 3.325600 -8.995988 21.342488 -0.20 0.56 0.43
C 3.423910 -12.975086 21.644353 -0.06 1.03 -0.48
C 7.207112 -6.530069 22.402488 -0.01 0.89 -0.75
C 7.026281 -10.078296 20.674872 0.03 -0.05 1.34
C 4.839667 -12.896896 14.830599 -1.00 0.38 0.13
C 8.801965 -8.887260 24.941942 0.08 -0.48 0.08
C 4.223668 -9.271225 15.949035 0.24 -0.03 -0.40
C 10.274253 -9.404019 15.796206 -0.89 0.61 0.47
H 5.034482 -13.752733 14.210606 0.37 -0.66 -0.46
H 3.262444 -12.080382 22.279993 -0.12 -0.48 0.13
H -0.705656 -7.535821 17.566249 0.85 0.37 0.43
H 8.474574 -15.908282 17.432836 0.47 0.38 0.15
H 1.672736 -5.953439 17.509459 -0.07 -0.20 -0.86
H 8.478605 -12.686023 18.901704 -0.63 0.19 0.26
H 10.029974 -10.098979 18.224166 -0.04 0.02 -0.06
H 9.000338 -10.818234 20.456509 0.08 -0.12 -0.05
H 4.371785 -9.153266 21.137543 0.40 -0.25 0.55
H 0.989582 -9.316878 20.153072 -0.12 -0.39 0.23
H 13.039932 -11.056337 22.938207 -0.05 -0.23 0.39
H 11.247246 -11.095400 22.565077 0.93 0.28 -0.01
H 9.248375 -9.657849 16.175070 0.84 -0.02 -0.20
H 12.241686 -9.150708 16.739952 -0.39 -0.11 -0.02
H 2.577622 -6.308814 18.952468 -0.02 -0.01 -0.21
H 8.482915 -6.200733 24.653555 -0.12 -0.08 -0.12
H 10.231342 -12.686935 21.273240 -0.03 -0.40 0.11
H 6.679244 -12.635838 12.987614 -0.06 0.52 0.52
H 7.881073 -7.063213 21.724418 0.30 0.30 0.25
H 5.693555 -15.042149 16.126618 0.22 0.44 0.75
H 1.534906 -12.901598 21.213163 -0.12 -0.02 -0.09
H 3.160972 -8.321188 22.197134 0.28 0.10 -0.14
H 6.780816 -7.259266 23.072616 -0.14 -0.02 0.44
H 4.171141 -13.312022 19.673920 0.00 0.48 0.21
H 7.551270 -12.865306 20.414293 -0.03 0.44 -0.45
H 6.369865 -7.656581 18.090616 0.88 -0.02 0.51
H 10.944435 -14.895859 17.774906 0.45 0.17 -0.20
H 9.528431 -17.873117 16.840735 -0.17 -0.17 0.03
H 6.213150 -10.913400 16.427802 -0.17 0.38 -0.17
H -0.445661 -8.994467 18.090825 0.07 -0.02 0.42
H 2.816829 -9.914708 21.627068 -0.04 -0.42 -0.31
H 0.951240 -5.707787 19.061769 -0.02 -0.61 -0.17
H 10.577748 -16.631573 16.227421 -0.06 0.09 0.19
H 7.723888 -12.274339 23.227737 -0.51 -0.35 -0.84
H 7.838957 -10.590552 25.713963 -0.60 -0.14 0.14
H 12.346029 -13.310509 22.491552 -0.15 -0.24 -0.23
H 10.103343 -8.491934 15.215408 0.32 -0.13 -0.29
H 6.456605 -13.579708 16.917372 0.10 -0.38 -0.23
H 6.747824 -10.657261 21.567564 0.01 0.03 -0.04
H 8.758276 -3.354669 22.422238 -0.67 -0.29 -0.07
H 7.002946 -4.711400 23.595942 0.10 -0.53 -0.09
H 5.013221 -12.004730 20.524704 -0.16 0.23 -0.16
H 9.149647 -4.749486 21.453800 0.17 -0.13 0.21
H 3.378007 -15.064709 16.261283 -0.50 0.20 0.20
H 5.193544 -13.439151 22.679341 0.46 -0.10 0.41
H 4.298926 -12.398666 16.805281 0.31 -0.81 -0.37
H 3.601014 -9.712443 16.717458 -0.03 -0.37 0.29
H 6.716271 -12.239484 18.938029 0.44 0.04 0.25
H 3.960538 -12.399331 14.363662 0.52 0.13 0.24
H 5.500029 -11.281395 13.093988 0.21 -0.05 -0.26
H 7.593567 -4.143236 21.215797 -0.42 0.61 0.15
H 10.625654 -10.226265 15.159199 0.02 0.29 0.28
H 5.282334 -14.498701 17.808537 -0.21 -0.37 0.41
H 4.188005 -9.938524 15.049319 0.30 0.69 0.73
H 7.152434 -10.997695 13.631716 0.47 0.08 -0.03
H 9.659112 -9.475509 26.842322 -0.27 0.21 0.28
H 6.356126 -8.718276 15.819743 -0.19 0.76 -0.31
H 7.631220 -8.138298 26.462587 0.19 -0.05 -0.16
H 3.751188 -8.317509 15.758453 -0.20 0.25 -0.59
H 6.997007 -8.013359 24.967906 -0.14 0.21 0.15
H 8.472723 -17.591143 19.223219 0.24 0.47 0.06
H 3.367588 -11.732003 19.791755 0.27 -0.10 0.50
H 9.864400 -7.600910 17.838514 -0.07 -0.13 0.45
H 8.317850 -15.941451 19.856083 0.19 0.05 -0.01
H 6.425130 -6.123167 21.786141 -0.78 -0.29 -0.49
H 9.872575 -16.811035 19.975345 0.24 0.06 0.22
H 10.639391 -9.812196 25.482081 0.24 0.13 -0.14
H 7.526852 -9.950964 18.212093 -0.21 -0.25 -0.26
H 6.107169 -9.945361 20.093450 0.28 0.30 -0.04
H 9.215239 -13.147770 23.730712 0.07 0.33 -0.14
H 13.590722 -12.280898 20.239127 0.41 -0.17 -0.11
H 11.044423 -13.943594 20.283849 0.25 0.24 0.33
H 9.153946 -8.555293 23.962632 0.04 0.34 0.07
H 12.501030 -10.471796 21.415441 -0.36 -0.28 -0.09
H 7.945768 -12.712856 24.882612 -0.06 -0.21 0.41
H 1.047391 -7.576221 20.647841 0.02 -0.54 0.39
H 11.056129 -12.210158 19.857921 0.52 -0.39 0.32
H 11.543362 -7.631493 18.534996 -0.03 0.01 0.38
H 1.879433 -8.417264 17.917188 -0.80 0.17 0.08
H 4.948147 -7.113210 17.270210 0.28 -0.28 0.14
H 11.041623 -17.561867 17.673417 -0.31 0.39 -0.02
H 11.202748 -7.033390 16.911076 0.19 0.55 -0.01
H 2.575271 -13.789259 16.974960 -0.24 -0.03 0.61
H 3.778926 -14.449937 23.219171 0.05 0.61 0.21
H 7.224854 -10.157387 24.039356 0.53 0.10 0.62
H 4.769686 -8.377243 18.434865 0.14 -0.26 0.22
H 7.486101 -9.141572 21.047068 -0.68 -0.23 -0.41
H 4.557948 -14.828135 21.756486 0.16 0.41 -0.20
H 10.522408 -8.127094 26.040274 -0.10 -0.01 0.03

[3]
57
Properties=species:S:1:pos:R:3:forces:R:3 method="wB97M-V/def2-TZVPD" lumo_ev=0.25 orbital_gap_ha=0.3192 homo_ev=-8.44 charge=0 smiles="C[N+]1(C)C[C@H](O)C[C@H]1C(=O)[O-].CNC(=O)[C@H](Cc1ccc(O)cc1)NC(C)=O" relative_energy_ev=3.001
O -1.907805 3.532447 -2.156590 -0.61 -0.50 0.83
O -2.606842 5.648945 -2.090885 -0.85 -1.24 1.34
O -1.249019 0.479291 -2.055752 -0.34 -0.42 -0.12
O 3.169487 -6.232320 -0.754027 0.23 0.24 -0.03
O 2.416692 -2.283116 1.975698 0.08 -0.28 -0.37
O -5.443537 4.948675 1.949597 -0.12 -0.09 0.17
N -3.064640 3.013455 0.490265 0.13 -0.73 -0.62
N 2.307358 -4.476638 0.354898 0.03 1.66 0.97
N 4.582975 -1.919573 1.695944 1.32 0.23 -0.22
C 5.914392 -2.114571 1.118708 -0.39 -0.10 -0.02
C 3.444814 -2.531585 1.350567 -1.57 -0.40 0.34
C -3.468756 5.351365 0.590424 0.34 -0.10 -0.14
C -3.437164 4.172075 -0.383537 -0.32 1.89 -0.57
C 2.102710 -1.953819 -1.392028 -0.07 0.12 0.06
C -3.752574 3.259744 1.774958 -0.66 0.25 1.31
C 1.010572 -6.507357 0.198857 0.04 0.13 -0.02
C 2.263647 -5.721546 -0.109767 0.45 -1.36 -0.74
C -2.588687 4.472066 -1.656752 1.79 0.76 -1.66
C -4.028708 4.758764 1.874766 -0.35 0.86 -0.09
C 3.423971 -3.542633 0.186898 -0.18 -0.24 -0.10
C 2.179645 -0.564940 -1.157622 -1.31 -0.43 -0.49
C 0.896740 -2.512580 -1.859434 -0.17 1.43 0.30
C 1.059742 0.262001 -1.388319 0.16 -1.22 -0.10
C -3.545173 1.766971 -0.139462 -0.29 -1.18 -0.66
C -1.602800 2.911197 0.713306 1.28 -0.08 -0.09
C -0.228641 -1.691755 -2.076180 0.71 0.37 0.32
C -0.150903 -0.300621 -1.847532 1.07 -0.17 0.18
C 3.323225 -2.839931 -1.181284 -0.16 0.49 -0.21
H -4.457452 4.012833 -0.743056 0.02 -0.33 0.21
H -1.196189 3.863848 1.066591 -0.29 -0.11 -0.06
H -1.156383 -2.113791 -2.431565 -0.09 0.00 -0.07
H -3.117709 1.656345 -1.142898 0.06 0.28 0.39
H 6.187467 -3.171892 1.136881 0.08 0.09 -0.04
H 1.060520 -7.468652 -0.310470 0.04 0.15 0.06
H 4.495096 -1.282005 2.472902 -0.14 -0.07 -0.10
H -1.052388 1.401929 -2.276862 0.12 0.13 0.06
H -1.087400 2.646256 -0.216393 -0.47 0.23 0.13
H -2.456682 5.735099 0.753199 -0.11 0.04 -0.15
H -1.377144 2.139985 1.456680 -0.38 0.12 -0.07
H 4.215772 -2.232825 -1.326642 0.14 0.06 -0.02
H -3.259383 0.892109 0.453534 0.05 0.29 0.05
H -4.083867 6.169837 0.203674 0.23 -0.22 0.07
H 0.943191 -6.666786 1.273160 -0.17 -0.01 0.08
H 5.942393 -1.750219 0.090354 0.14 -0.05 0.03
H -3.538896 5.195715 2.751558 -0.14 -0.10 0.03
H 3.104926 -0.128317 -0.810454 0.09 0.05 0.04
H -3.141001 2.929188 2.620210 -0.01 -0.16 -0.37
H 0.140646 -5.952990 -0.147605 -0.19 -0.03 0.10
H -4.635942 1.781003 -0.235778 0.22 0.24 0.18
H 0.835974 -3.573771 -2.056877 -0.01 -0.05 -0.04
H -5.669530 5.895441 1.964846 0.38 -0.52 -0.02
H -4.704347 2.719712 1.813635 0.21 0.12 -0.18
H 1.124585 1.326000 -1.219197 0.00 0.16 0.00
H 4.351447 -4.114131 0.207545 -0.01 -0.16 -0.10
H 1.522080 -4.133376 0.887763 0.09 0.19 0.06
H 6.650743 -1.559485 1.702476 -0.19 -0.07 -0.04
H 3.338753 -3.601076 -1.962929 0.06 -0.15 0.16